# 1
A 2-piece molecular cluster, C3H11N2O3 overall at a distorted geometry, computed with the ωB97M-V functional and the def2-TZVPD basis.

The orbital gap is 11.1 eV. The value obtained for the electronic energy is -12405.0554 eV. Its charge is +1. The value obtained for the energy above the lowest of the compared OMol25 structures with the same formula, charge and spin is 2.083 eV. The largest force on an atom is 4.6 eV/A.

The geometry in XYZ format:
```
19
C3H11N2O3 | OMol25 | the ωB97M-V functional and the def2-TZVPD basis
N -0.53 2.15 -0.72
C -0.26 0.72 0.07
C 0.66 -0.02 -0.81
O 2.07 0.23 -0.57
C -1.67 0.13 0.21
N -1.71 -1.06 0.86
O -2.63 0.71 -0.24
H -0.84 2.85 -0.05
H 0.36 2.46 -1.13
H -1.16 2.14 -1.53
H 0.15 1.12 1.02
H 0.50 -1.10 -0.73
H 0.72 0.10 -1.92
H 2.57 -0.59 -0.60
H -2.50 -1.57 0.49
H -1.04 -1.40 1.53
H 1.45 -2.95 1.71
H 2.36 -1.75 1.28
O 1.51 -2.17 1.14
```

# 2
A 2-piece molecular cluster, C3H11N2OS overall, computed with the ωB97M-V functional and the def2-TZVPD basis.

The orbital gap is 6.6 eV. The value obtained for the electronic energy is -19153.3666 eV. Its charge is -1. The value obtained for the energy above the lowest of the compared OMol25 structures with the same formula, charge and spin is 0.295 eV. The largest force on an atom is 0.9 eV/A.

The geometry in XYZ format:
```
18
C3H11N2OS | OMol25 | the ωB97M-V functional and the def2-TZVPD basis
N 0.15 0.89 -0.97
C -0.46 -0.19 -0.18
C -1.76 -0.71 -0.77
S -1.50 -1.51 -2.37
C -0.48 0.15 1.33
N 0.69 0.85 1.85
H 0.00 0.70 -1.95
H -0.25 1.76 -0.64
H 0.18 -1.07 -0.21
H -2.12 -1.44 -0.04
H -2.54 0.07 -0.80
H -1.36 0.73 1.61
H -0.53 -0.82 1.81
H 0.79 1.74 1.37
H 1.55 0.34 1.67
H 2.82 0.15 -0.95
H 2.01 -1.07 -0.45
O 2.83 -0.58 -0.31
```

# 3
C3H11N2OS as an isolated structure at a distorted geometry, computed with the ωB97M-V functional and the def2-TZVPD basis.

The orbital gap is 5.8 eV. The value obtained for the electronic energy is -19150.0716 eV. Its charge is -1. The value obtained for the energy above the lowest of the compared OMol25 structures with the same formula, charge and spin is 3.590 eV. The largest force on an atom is 3.1 eV/A.

The geometry in XYZ format:
```
18
C3H11N2OS | OMol25 | the ωB97M-V functional and the def2-TZVPD basis
C 0.78 0.24 -0.92
C 0.24 1.21 0.14
S 0.72 2.92 -0.29
N -0.71 -2.53 0.85
C -1.85 -2.09 0.41
N -2.89 -1.66 1.34
H 0.40 0.65 -1.85
H 1.86 0.18 -0.86
H 0.66 1.02 1.14
H -0.86 1.20 0.17
H 0.34 -0.77 -0.81
H -2.20 -2.09 -0.63
H -0.89 -1.31 1.01
H -3.65 -2.33 1.27
H -2.46 -1.80 2.25
H 2.99 2.28 -0.50
H 3.67 2.70 -1.76
O 3.84 2.17 -0.98
```

# 4
A 2-piece molecular cluster, C3H11N2OS overall at a distorted geometry, computed with the ωB97M-V functional and the def2-TZVPD basis.

Its expectation value of S² is 0.75. The orbital gap (alpha / beta) is 10.3 / 7.0 eV. The value obtained for the electronic energy is -19149.1349 eV. The value obtained for the energy above the lowest of the compared OMol25 structures with the same formula, charge and spin is 1.550 eV. The largest force on an atom is 4.2 eV/A. As for the spin multiplicity: 2.

The geometry in XYZ format:
```
18
C3H11N2OS | OMol25 | the ωB97M-V functional and the def2-TZVPD basis
C -0.55 1.55 0.95
C -0.48 2.07 -0.53
S 1.01 1.26 -1.30
N -0.82 0.06 0.86
C 0.52 -0.70 1.08
N 0.32 -2.21 1.30
H -1.32 2.05 1.46
H 0.30 1.93 1.54
H -1.29 1.63 -1.27
H -0.55 3.14 -0.70
H -1.06 -0.13 -0.17
H 1.31 -0.52 0.32
H 0.84 -0.29 2.18
H -0.19 -2.54 0.45
H -0.45 -2.42 1.96
H 1.36 -1.20 -3.05
H 0.29 -1.64 -2.17
O 0.78 -2.05 -2.92
```

# 5
A 2-piece molecular cluster, C3H11N2PS2 overall at a distorted geometry, computed with the ωB97M-V functional and the def2-TZVPD basis.

The SMILES is [H]/N=C\CC.NP(S)S. The orbital gap is 9.2 eV. The value obtained for the electronic energy is -37228.2163 eV. The value obtained for the energy above the lowest of the compared OMol25 structures with the same formula, charge and spin is 0.695 eV. The largest force on an atom is 4.4 eV/A.

The geometry in XYZ format:
```
19
C3H11N2PS2 | OMol25 | the ωB97M-V functional and the def2-TZVPD basis
H 0.39 0.22 2.17
N 0.81 -0.03 1.29
C 0.21 -0.83 0.52
C -1.03 -1.78 0.72
C -2.26 -1.17 1.16
H 0.79 -1.00 -0.44
H -0.98 -2.32 -0.18
H -0.70 -2.59 1.45
H -2.30 -0.15 0.63
H -3.08 -1.66 0.81
H -2.42 -1.16 2.22
N -0.86 2.99 -2.03
P 0.04 1.93 -1.14
S 1.99 2.52 -1.71
S -0.33 3.08 0.70
H -1.35 2.61 -2.83
H -0.35 3.83 -2.36
H 2.85 1.86 -0.80
H 0.69 2.68 1.32
```

# 6
A 2-piece molecular cluster, C3H11N2S overall at a distorted geometry, computed with the ωB97M-V functional and the def2-TZVPD basis.

The orbital gap is 8.5 eV. The value obtained for the electronic energy is -17098.4528 eV. Its charge is +1. The value obtained for the energy above the lowest of the compared OMol25 structures with the same formula, charge and spin is 0.561 eV. The largest force on an atom is 2.3 eV/A.

The geometry in XYZ format:
```
17
C3H11N2S | OMol25 | the ωB97M-V functional and the def2-TZVPD basis
C -0.81 -0.99 -1.98
S 0.12 -0.92 -0.50
C 0.58 -2.63 -0.34
H -1.78 -1.49 -1.90
H -1.01 0.00 -2.42
H -0.27 -1.48 -2.79
H 0.59 -2.90 0.72
H 1.56 -2.86 -0.75
H -0.08 -3.41 -0.75
N 1.12 1.86 1.99
C -0.09 2.26 1.65
N -0.71 1.98 0.54
H 1.66 1.41 1.27
H 1.61 2.43 2.67
H -0.56 2.98 2.32
H -1.63 2.37 0.44
H -0.30 1.40 -0.17
```

# 7
An isolated ion of composition C3H11N2S and charge +1 at a distorted geometry, computed with the ωB97M-V functional and the def2-TZVPD basis.

The SMILES is C[C@H]([NH3+])N(C)S. The orbital gap is 10.3 eV. The value obtained for the electronic energy is -17096.4392 eV. Its charge is +1. The value obtained for the energy above the lowest of the compared OMol25 structures with the same formula, charge and spin is 2.574 eV. The largest force on an atom is 4.3 eV/A.

The geometry in XYZ format:
```
17
C3H11N2S | OMol25 | the ωB97M-V functional and the def2-TZVPD basis
C 1.59 0.69 0.72
C 0.45 0.09 -0.27
N -0.17 1.58 -0.90
N -0.53 -0.66 0.30
C -1.14 -1.77 -0.44
S -0.95 -0.35 1.92
H 1.10 0.98 1.61
H 2.13 -0.23 0.82
H 1.99 1.52 0.12
H 0.83 -0.25 -1.29
H -0.69 2.16 -0.24
H -0.86 1.36 -1.57
H 0.56 2.31 -1.16
H -1.17 -2.71 -0.01
H -2.15 -1.42 -0.54
H -0.84 -1.97 -1.41
H -0.15 -1.32 2.35
```

# 8
A 2-piece molecular cluster, C3H11N2S overall at a distorted geometry, computed with the ωB97M-V functional and the def2-TZVPD basis.

Its expectation value of S² is 0.75. The orbital gap (alpha / beta) is 12.1 / 7.4 eV. The value obtained for the electronic energy is -17086.1761 eV. Its charge is +2. The value obtained for the energy above the lowest of the compared OMol25 structures with the same formula, charge and spin is 0.452 eV. The largest force on an atom is 1.3 eV/A. As for the spin multiplicity: 2.

The geometry in XYZ format:
```
17
C3H11N2S | OMol25 | the ωB97M-V functional and the def2-TZVPD basis
C 1.65 2.09 -0.19
S 1.28 0.38 0.20
C 1.51 0.16 1.97
H 2.68 2.15 -0.55
H 0.90 2.48 -0.86
H 1.67 2.63 0.75
H 0.54 0.07 2.47
H 2.22 0.88 2.38
H 1.97 -0.83 2.00
N -1.56 -1.65 0.09
C -2.06 -1.60 -1.14
N -1.97 -0.54 -1.90
H -0.69 -1.15 0.26
H -1.91 -2.36 0.71
H -2.48 -2.44 -1.69
H -1.46 0.29 -1.64
H -2.29 -0.54 -2.86
```

Question: The highest electronic energy belongs to which entry?
Answer: C3H11N2O3